A molecular structure, C10H30KO12V at a distorted geometry. Source: the OMol25 dataset; level of theory: ωB97M-V/def2-TZVPD.

The maximum force comes out at 6.80 eV Å⁻¹. As for the HOMO-LUMO gap: 2.08 eV. Its total charge is +2. The lowest unoccupied orbital energy comes out at -11.12 eV.

The geometry in XYZ format:
```
54
Properties=species:S:1:pos:R:3:forces:R:3:mulliken_charge:R:1
K 2.119 -23.493 17.494 -0.1 -0.5 -0.1 0.989
O 3.517 -18.402 22.390 -4.4 -2.2 -2.6 -0.370
V 2.230 -19.085 21.639 5.5 -2.5 3.1 1.811
O 2.537 -20.687 21.651 -1.1 4.9 -0.3 -0.439
C 3.673 -25.086 9.884 -0.5 0.5 -0.3 -0.399
C 2.578 -24.816 10.991 1.8 -0.1 -0.1 -0.442
O 3.258 -24.591 12.246 -1.0 0.0 -0.1 -0.492
O 4.822 -25.897 10.141 -1.0 0.1 0.4 -0.479
H 4.184 -24.177 9.566 -0.5 0.5 0.4 0.309
H 3.097 -25.367 9.002 0.1 -0.6 -0.3 0.306
H 1.816 -25.590 11.090 0.6 -0.6 0.3 0.334
H 1.954 -23.961 10.729 0.3 0.4 -0.3 0.270
H 3.650 -23.719 12.161 0.2 0.0 0.0 0.299
H 4.582 -26.775 10.446 -0.2 -0.1 0.0 0.293
C 7.469 -26.489 17.136 -0.6 0.1 -2.5 -0.312
C 8.058 -25.915 15.786 1.1 -0.3 0.8 -0.491
O 9.204 -25.119 16.116 0.1 0.0 0.5 -0.517
O 6.726 -25.506 17.836 0.0 0.1 0.2 -0.505
H 8.198 -27.043 17.726 0.5 0.7 0.1 0.255
H 6.774 -27.274 16.837 -0.4 0.1 0.0 0.270
H 7.464 -25.255 15.155 -1.1 -0.3 0.5 0.308
H 8.364 -26.731 15.132 0.0 -0.4 0.2 0.355
H 9.779 -25.041 15.351 0.0 0.0 0.0 0.301
H 7.145 -24.663 17.645 0.2 0.1 0.2 0.339
C 7.667 -18.251 17.735 -0.4 -0.7 -1.2 -0.511
C 7.578 -19.645 17.068 1.5 1.1 0.2 -0.201
O 6.454 -20.315 17.528 -1.2 -1.2 0.9 -0.452
O 6.750 -17.437 17.006 -0.1 0.7 0.1 -0.481
H 8.663 -17.815 17.666 -0.2 0.0 -0.1 0.333
H 7.342 -18.269 18.775 0.3 -0.4 0.2 0.255
H 8.490 -20.211 17.257 -0.3 -0.4 0.3 0.320
H 7.481 -19.556 15.985 0.3 0.5 -0.1 0.248
H 5.730 -19.684 17.530 -0.1 -0.1 -0.2 0.216
H 5.864 -17.711 17.255 -0.1 0.3 -0.1 0.274
C -2.062 -26.284 18.928 1.6 -1.1 1.5 -0.443
C -2.333 -25.407 20.099 -1.9 1.1 0.1 -0.300
O -1.775 -24.155 19.795 1.0 1.5 -0.3 -0.522
O -0.642 -26.640 19.136 -0.6 0.2 -1.4 -0.514
H -2.233 -25.723 18.009 0.5 -0.1 0.0 0.272
H -2.653 -27.199 18.923 -0.1 0.1 0.0 0.284
H -1.951 -25.690 21.080 0.0 -0.9 -0.1 0.297
H -3.403 -25.222 20.196 -0.3 -0.5 0.2 0.320
H -2.241 -23.488 20.303 0.0 0.0 0.0 0.308
H -0.618 -27.036 20.011 0.1 -0.2 0.0 0.305
C -3.039 -22.348 13.471 -1.2 -0.3 -2.1 -0.614
C -4.429 -21.768 13.768 -0.3 -1.6 0.1 -0.357
O -4.910 -22.302 14.975 0.1 0.6 2.2 -0.506
O -1.992 -22.217 14.374 0.3 0.9 0.9 -0.456
H -2.791 -21.924 12.498 0.4 0.0 -0.3 0.296
H -3.117 -23.425 13.320 -0.3 -0.1 -0.1 0.406
H -5.215 -22.216 13.160 0.8 0.5 -1.8 0.289
H -4.522 -20.685 13.688 0.2 0.0 0.6 0.349
H -4.617 -23.216 14.977 -0.2 -0.1 0.2 0.295
H -1.842 -21.271 14.433 0.3 0.2 0.3 0.299
```
Positions in Å, forces in eV/Å.